# 1
15
Properties=species:S:1:pos:R:3:nbo_charge:R:1 method="wB97M-V/def2-TZVPD" total_charge=-1 multiplicity=1 energy_ha=-573.23399 orbital_gap_ha=0.222 lumo_energy_ev=3.84
C -1.480 1.342 -1.812 -0.741
S -2.300 1.919 -0.226 -0.764
H -0.574 0.812 -1.483 0.158
H -2.035 0.532 -2.287 0.177
H -1.118 2.187 -2.391 0.181
C 1.037 0.270 1.162 -0.629
C 1.109 -1.245 0.906 -0.209
N 0.016 -1.672 0.055 -0.872
H 1.803 0.483 1.927 0.178
H 1.055 0.955 0.323 0.227
H 0.165 0.423 1.845 0.222
H 2.095 -1.600 0.563 0.166
H 1.089 -1.738 1.886 0.168
H -0.819 -1.239 0.460 0.371
H -0.043 -1.429 -0.928 0.368


# 2
15
Properties=species:S:1:pos:R:3:nbo_charge:R:1 method="wB97M-V/def2-TZVPD" total_charge=-1 multiplicity=1 energy_ha=-573.23556 orbital_gap_ha=0.215 lumo_energy_ev=3.70
C 3.040 0.602 0.652 -0.747
S 2.491 2.322 0.791 -0.733
H 3.349 0.359 -0.373 0.165
H 3.895 0.300 1.276 0.160
H 2.264 -0.101 0.964 0.161
C -1.895 0.613 0.304 -0.413
N -1.419 0.040 -0.944 -0.639
C -1.302 -1.415 -0.886 -0.412
H -2.711 0.003 0.689 0.167
H -1.134 0.666 1.090 0.191
H -2.237 1.638 0.159 0.194
H -0.488 0.392 -1.138 0.371
H -0.349 -1.728 -0.446 0.176
H -1.404 -1.874 -1.875 0.181
H -2.099 -1.818 -0.264 0.176


# 3
15
Properties=species:S:1:pos:R:3:nbo_charge:R:1 method="wB97M-V/def2-TZVPD" total_charge=-2 multiplicity=2 energy_ha=-573.08865 s_squared=0.751 orbital_gap_ha="0.082 / 0.239" lumo_energy_ev="6.66 / 6.65"
C -0.217 -1.177 -1.299 -0.619
N -0.671 -1.335 0.080 -0.492
C 0.477 -1.418 0.982 -0.625
C -1.529 -0.218 0.456 -0.514
H 0.562 -1.907 -1.518 0.166
H 0.160 -0.166 -1.498 0.206
H -1.063 -1.358 -1.972 0.155
H 0.118 -1.548 2.004 0.163
H 1.054 -2.303 0.702 0.156
H 1.126 -0.534 0.934 0.206
H -1.752 -0.317 1.522 0.167
H -2.468 -0.250 -0.104 0.160
H -1.075 0.776 0.326 0.224
S 0.944 2.150 -0.093 -1.394
H 1.687 3.272 -0.067 0.041


# 4
15
Properties=species:S:1:pos:R:3:nbo_charge:R:1 method="wB97M-V/def2-TZVPD" total_charge=+1 multiplicity=1 energy_ha=-572.95513 smiles=C[C@H]([NH3+])CS orbital_gap_ha=0.356 lumo_energy_ev=-3.64
C 1.050 -0.597 -0.811 -0.692
C 0.312 0.049 0.321 0.028
N -0.413 -1.221 1.238 -0.720
C -0.782 1.054 -0.012 -0.603
S -0.139 2.434 -1.011 0.048
H 1.793 0.234 -0.936 0.278
H 0.481 -0.657 -1.771 0.247
H 1.627 -1.504 -0.569 0.248
H 1.041 0.527 1.039 0.234
H -1.062 -0.913 1.881 0.422
H -0.913 -1.804 0.604 0.431
H 0.434 -1.583 1.661 0.443
H -1.679 0.625 -0.337 0.238
H -1.318 1.479 0.916 0.253
H -0.430 1.878 -2.213 0.144


# 5
15
Properties=species:S:1:pos:R:3:nbo_charge:R:1 method="wB97M-V/def2-TZVPD" total_charge=+1 multiplicity=1 energy_ha=-572.86556 orbital_gap_ha=0.361 lumo_energy_ev=-4.92
C 1.333 -0.541 -0.652 -0.200
N 0.744 0.033 -1.909 -0.800
H 2.011 0.143 -0.158 0.216
H 1.529 -1.610 -0.601 0.228
H -0.217 -0.161 -1.655 0.353
H 0.934 -0.622 -2.671 0.385
C -2.150 -0.091 0.011 -0.563
S -0.131 -0.442 0.660 0.407
C 0.460 1.466 1.315 -0.502
H -2.608 0.643 0.727 0.253
H -2.542 0.252 -0.952 0.263
H -2.419 -1.082 0.348 0.239
H 1.540 1.476 1.189 0.233
H 0.310 1.301 2.372 0.243
H -0.220 2.022 0.698 0.246


# 6
15
Properties=species:S:1:pos:R:3:nbo_charge:R:1 method="wB97M-V/def2-TZVPD" total_charge=+1 multiplicity=1 energy_ha=-572.94282 orbital_gap_ha=0.271 lumo_energy_ev=-5.60
C -0.874 -2.212 -1.765 0.175
N -1.244 -1.122 -1.227 -0.584
H -1.477 -2.673 -2.538 0.235
H 0.117 -2.602 -1.559 0.240
H -0.595 -0.719 -0.544 0.445
H -2.223 -0.865 -1.134 0.449
C -0.062 1.857 0.536 -0.631
C 0.982 1.096 1.319 -0.478
S 1.242 -0.651 0.761 -0.167
H -0.962 1.263 0.356 0.177
H 0.365 2.297 -0.355 0.235
H -0.489 2.630 1.177 0.253
H 1.949 1.568 1.135 0.229
H 0.902 1.012 2.401 0.233
H 2.368 -0.879 1.437 0.189


# 7
15
Properties=species:S:1:pos:R:3:nbo_charge:R:1 method="wB97M-V/def2-TZVPD" total_charge=+1 multiplicity=1 energy_ha=-572.93438 orbital_gap_ha=0.297 lumo_energy_ev=-5.64
C -3.056 0.117 0.282 0.166
N -2.149 -0.458 -0.420 -0.639
H -4.110 0.173 0.040 0.232
H -2.702 0.596 1.188 0.214
H -1.160 -0.006 -0.567 0.402
H -2.321 -1.328 -0.917 0.438
C 1.993 -0.514 0.775 -0.606
C 1.917 0.186 -0.608 -0.517
S 0.404 1.095 -1.002 0.028
H 2.884 -1.138 0.748 0.238
H 2.027 0.198 1.588 0.220
H 1.111 -1.148 0.896 0.197
H 2.063 -0.543 -1.407 0.240
H 2.782 0.848 -0.651 0.240
H 0.319 1.921 0.056 0.148


# 8
16
Properties=species:S:1:pos:R:3:nbo_charge:R:1 method="wB97M-V/def2-TZVPD" total_charge=0 multiplicity=2 energy_ha=-971.31501 s_squared=0.753 orbital_gap_ha="0.197 / 0.318" lumo_energy_ev="0.33 / 0.31"
C 1.768 2.442 0.413 -0.612
C 1.200 1.021 0.767 -0.496
S 0.240 0.277 -0.657 0.071
S 0.755 -1.719 -0.202 -0.161
H 0.984 3.155 0.098 0.214
H 2.452 2.303 -0.417 0.218
H 2.277 2.791 1.332 0.217
H 0.485 1.033 1.590 0.205
H 2.071 0.445 1.005 0.222
H 0.280 -2.262 -1.346 0.151
C -2.813 -0.316 -0.312 -0.334
N -2.181 -0.316 0.776 -0.793
H -3.880 -0.059 -0.251 0.168
H -2.372 -0.616 -1.293 0.168
H -1.157 -0.295 0.776 0.380
H -2.717 -0.091 1.607 0.382


# 9
14
Properties=species:S:1:pos:R:3:nbo_charge:R:1 method="wB97M-V/def2-TZVPD" total_charge=0 multiplicity=1 energy_ha=-195.49851 smiles=CC.CO orbital_gap_ha=0.415 lumo_energy_ev=0.92
C 0.135 -4.006 -1.656 -0.612
C 0.779 -3.084 -2.725 -0.614
H -0.745 -4.507 -2.031 0.202
H -0.238 -3.431 -0.845 0.200
H 0.792 -4.731 -1.180 0.205
H 0.208 -3.233 -3.633 0.207
H 0.771 -2.059 -2.370 0.206
H 1.789 -3.412 -2.961 0.206
C -0.986 3.221 2.395 -0.246
O 0.133 4.003 1.994 -0.737
H -1.888 3.775 2.153 0.171
H -1.047 2.232 1.934 0.168
H -0.900 3.112 3.479 0.172
H 0.706 3.572 1.348 0.472


# 10
14
Properties=species:S:1:pos:R:3:nbo_charge:R:1 method="wB97M-V/def2-TZVPD" total_charge=0 multiplicity=1 energy_ha=-195.50564 smiles=CC.CO orbital_gap_ha=0.421 lumo_energy_ev=0.93
C 0.475 -1.626 -0.437 -0.606
C 0.832 -1.186 -1.851 -0.605
H -0.599 -1.637 -0.241 0.201
H 0.836 -2.640 -0.262 0.195
H 0.877 -0.972 0.335 0.215
H 1.908 -1.147 -2.008 0.199
H 0.404 -0.234 -2.162 0.205
H 0.430 -1.914 -2.563 0.196
C -1.225 1.883 1.701 -0.248
O -0.090 1.426 0.940 -0.738
H -1.272 2.974 1.613 0.164
H -2.067 1.510 1.123 0.186
H -1.202 1.576 2.743 0.170
H 0.692 1.986 1.069 0.467


# 11
14
Properties=species:S:1:pos:R:3:nbo_charge:R:1 method="wB97M-V/def2-TZVPD" total_charge=0 multiplicity=1 energy_ha=-195.50216 smiles=CC.CO orbital_gap_ha=0.420 lumo_energy_ev=1.01
C -0.272 1.160 -0.327 -0.595
C -1.141 1.467 -1.545 -0.607
H -0.792 0.558 0.422 0.203
H 0.653 0.685 -0.649 0.183
H -0.003 2.069 0.217 0.200
H -1.443 0.518 -1.980 0.209
H -0.690 2.180 -2.232 0.207
H -2.056 1.970 -1.206 0.200
C 0.820 -1.855 1.596 -0.256
O 1.115 -1.960 0.169 -0.731
H 0.022 -1.147 1.796 0.170
H 0.558 -2.897 1.778 0.191
H 1.767 -1.630 2.086 0.170
H 1.462 -1.118 -0.125 0.457


# 12
14
Properties=species:S:1:pos:R:3:nbo_charge:R:1 method="wB97M-V/def2-TZVPD" total_charge=0 multiplicity=1 energy_ha=-195.45057 smiles=CC.CO orbital_gap_ha=0.412 lumo_energy_ev=0.93
C -3.195 -4.078 -0.655 -0.611
C -3.562 -2.615 -0.849 -0.643
H -3.368 -4.507 0.524 0.204
H -2.131 -4.350 -0.833 0.213
H -3.838 -4.776 -1.481 0.207
H -3.002 -1.842 -0.362 0.210
H -3.622 -2.356 -1.895 0.208
H -4.584 -2.248 -0.626 0.212
C 4.424 4.722 1.311 -0.239
O 5.437 4.328 0.470 -0.720
H 3.839 5.388 0.771 0.165
H 3.708 3.905 1.430 0.149
H 4.797 4.934 2.275 0.180
H 5.097 3.496 -0.079 0.465


Energy above the lowest of the compared OMol25 structures with the same formula, charge and spin for every record listed, in sequence, given in eV: 1.310; 1.267; 0.326; 1.199; 3.636; 1.533; 1.763; 0.950; 0.828; 0.634; 0.728; 2.132.